[1]
C24H30HgN8O2S4 as an isolated structure. Source: the Open Molecules 2025 dataset; level of theory: ωB97M-V/def2-TZVPD.

```
! RIJCOSX wB97M-V def2-TZVPD def2/J DEFGRID3
* xyz -1 2
Hg -0.44 0.58 -0.75
C 3.42 5.64 -0.48
C 3.14 4.99 -1.83
N 1.78 4.50 -1.95
C 1.38 3.30 -1.41
S -0.34 3.04 -1.43
N 2.32 2.53 -0.95
N 1.95 1.28 -0.56
C 2.70 0.69 0.29
C 3.87 1.35 0.96
C 2.37 -0.72 0.65
C 2.77 -1.25 1.87
C 2.43 -2.56 2.17
C 1.72 -3.30 1.24
C 1.37 -2.69 0.04
N 1.68 -1.43 -0.25
H 4.46 5.98 -0.43
H 3.25 4.92 0.32
H 2.77 6.50 -0.32
H 3.80 4.14 -1.98
H 3.31 5.69 -2.65
H 1.04 5.17 -2.06
H 4.21 2.18 0.36
H 4.68 0.64 1.13
H 3.55 1.74 1.93
H 3.30 -0.64 2.59
H 2.70 -2.99 3.13
H 1.42 -4.32 1.43
H 0.82 -3.24 -0.71
N 0.05 -0.69 -2.78
C -0.97 -0.85 -3.83
C -1.94 0.32 -3.86
N -2.56 0.48 -2.56
H 0.88 -0.23 -3.14
H 0.33 -1.59 -2.42
H -1.52 -1.76 -3.61
H -0.51 -0.97 -4.81
H -2.66 0.11 -4.67
H -1.42 1.25 -4.12
H -2.94 -0.39 -2.20
H -3.26 1.21 -2.54
S 0.48 1.88 2.64
C -1.16 2.12 2.63
N -1.72 2.78 1.57
C -3.05 3.00 1.41
C -3.94 2.57 2.34
C -3.43 1.86 3.45
C -2.10 1.63 3.59
H -1.07 3.04 0.83
H -3.32 3.52 0.50
H -4.99 2.74 2.20
H -4.12 1.46 4.19
H -1.70 1.05 4.41
O -0.62 -3.99 -2.37
S -1.87 -3.87 -1.62
O -3.01 -4.47 -2.27
N -2.12 -2.33 -1.21
C -1.91 -2.15 0.12
S -1.88 -0.56 0.83
C -1.67 -3.33 0.87
C -1.45 -3.53 2.25
C -1.21 -4.80 2.72
C -1.18 -5.91 1.85
C -1.39 -5.74 0.49
C -1.64 -4.46 0.02
H -1.45 -2.67 2.92
H -1.04 -4.95 3.78
H -0.99 -6.90 2.25
H -1.36 -6.57 -0.20
*
```

**Highest occupied orbital energy (spin up / spin down)**: -2.254 / -5.083 eV
**Gap between HOMO and LUMO (spin up / spin down)**: 4.68 / 7.51 eV
**ΔE to the lowest compared entry with this formula, charge and spin**: 0.00 kcal/mol
**<S²>**: 0.7669

Results of the Mulliken charge analysis, in e, for atoms 1 through 6: number 1, Hg, carries 1.646; number 2, C, carries -1.047; number 3, C, carries -0.425; number 4, N, carries -0.210; number 5, C, carries 0.344; number 6, S, carries -0.699

[2]
One molecule with the formula C24H30N4O2S. Source: the Open Molecules 2025 dataset; level of theory: ωB97M-V/def2-TZVPD.

```
! RIJCOSX wB97M-V def2-TZVPD def2/J DEFGRID3
* xyz 0 1
C -5.67 -3.79 -0.54
C -5.34 -2.36 -0.24
C -6.07 -1.31 -0.77
C -5.74 0.00 -0.49
C -4.65 0.30 0.32
N -4.37 1.65 0.62
C -4.18 2.57 -0.48
C -2.85 2.31 -1.10
N -1.76 3.00 -0.97
N -0.76 2.31 -1.54
C -1.30 1.21 -1.99
S -0.48 -0.09 -2.76
C 1.18 0.38 -2.20
C 1.20 0.36 -0.66
O 0.22 -0.04 -0.07
N 2.31 0.83 -0.06
C 3.52 1.11 -0.81
C 4.51 -0.04 -0.80
C 4.08 -1.36 -0.80
C 5.00 -2.40 -0.80
C 6.36 -2.12 -0.80
C 6.79 -0.81 -0.80
C 5.88 0.23 -0.80
C 2.33 0.92 1.42
C 2.17 -0.47 2.03
C 1.20 1.85 1.86
C 3.65 1.51 1.93
O -2.62 1.15 -1.77
C -3.90 -0.74 0.87
C -2.70 -0.48 1.74
C -4.26 -2.05 0.58
H -6.59 -3.86 -1.12
H -5.80 -4.35 0.38
H -4.87 -4.25 -1.11
H -6.92 -1.52 -1.41
H -6.34 0.80 -0.90
H -3.61 1.73 1.29
H -4.97 2.44 -1.22
H -4.19 3.60 -0.10
H 1.87 -0.34 -2.64
H 1.37 1.38 -2.59
H 3.99 2.00 -0.41
H 3.27 1.33 -1.85
H 3.03 -1.59 -0.79
H 4.66 -3.42 -0.80
H 7.08 -2.93 -0.80
H 7.85 -0.59 -0.81
H 6.22 1.25 -0.80
H 2.12 -0.39 3.12
H 3.02 -1.10 1.77
H 1.25 -0.94 1.68
H 1.26 2.80 1.34
H 1.25 2.03 2.93
H 0.23 1.41 1.63
H 3.78 2.55 1.62
H 3.62 1.50 3.02
H 4.51 0.92 1.62
H -2.94 0.18 2.57
H -1.90 -0.02 1.15
H -2.32 -1.41 2.14
H -3.67 -2.85 0.99
*
```

**Highest occupied orbital energy**: -7.702 eV
**Gap between HOMO and LUMO**: 8.28 eV
**ΔE to the lowest compared entry with this formula, charge and spin**: 32.41 kcal/mol
**SMILES string**: Cc1ccc(NCc2nnc(SCC(=O)N(Cc3ccccc3)C(C)(C)C)o2)c(C)c1

Results of the Mulliken charge analysis, in e, for atoms 1 through 6: number 1, C, carries -1.397; number 2, C, carries 0.696; number 3, C, carries -1.187; number 4, C, carries -0.505; number 5, C, carries 0.492; number 6, N, carries -0.388

[3]
One molecule with the formula C24H30N4O4. Source: the Open Molecules 2025 dataset; level of theory: ωB97M-V/def2-TZVPD.

```
! RIJCOSX wB97M-V def2-TZVPD def2/J DEFGRID3
* xyz 0 1
C -0.83 -5.66 0.28
O 0.32 -5.06 -0.24
C 0.20 -3.82 -0.80
C 1.39 -3.19 -1.15
C 1.38 -1.92 -1.68
C 0.18 -1.24 -1.87
N 0.21 0.06 -2.38
C -0.62 1.15 -2.17
O -0.67 2.01 -3.04
N -1.27 1.28 -0.99
C -2.16 2.43 -0.86
C -3.64 2.06 -1.05
C -4.19 1.14 0.05
N -3.85 1.59 1.39
C -4.58 2.79 1.76
C -4.05 0.54 2.37
C -1.03 0.51 0.21
C 0.41 0.26 0.53
C 1.42 1.08 0.18
C 2.79 0.75 0.45
C 3.85 1.58 0.06
C 5.15 1.20 0.32
O 6.26 1.92 -0.02
C 6.08 3.14 -0.69
C 5.40 -0.01 0.98
C 4.37 -0.83 1.37
C 3.05 -0.46 1.11
N 2.00 -1.24 1.50
C 0.67 -0.99 1.25
O -0.19 -1.77 1.63
C -1.01 -1.90 -1.59
C -1.01 -3.17 -1.05
H -0.49 -6.57 0.77
H -1.32 -5.01 1.02
H -1.55 -5.92 -0.50
H 2.32 -3.71 -0.99
H 2.31 -1.42 -1.92
H 0.83 0.22 -3.16
H -2.02 2.88 0.12
H -1.88 3.14 -1.64
H -4.21 2.99 -1.08
H -3.76 1.57 -2.01
H -3.76 0.15 -0.08
H -5.28 1.05 -0.08
H -4.36 3.59 1.07
H -4.26 3.10 2.76
H -5.67 2.63 1.78
H -3.75 0.91 3.35
H -3.43 -0.32 2.11
H -5.10 0.21 2.43
H -1.52 -0.47 0.18
H -1.49 1.06 1.04
H 1.22 2.00 -0.35
H 3.62 2.50 -0.45
H 7.09 3.54 -0.86
H 5.58 3.01 -1.65
H 5.52 3.85 -0.08
H 6.43 -0.28 1.17
H 4.58 -1.76 1.88
H 2.20 -2.12 1.97
H -1.95 -1.41 -1.82
H -1.95 -3.65 -0.83
*
```

**Highest occupied orbital energy**: -7.782 eV
**Gap between HOMO and LUMO**: 8.10 eV
**ΔE to the lowest compared entry with this formula, charge and spin**: 42.26 kcal/mol
**SMILES string**: COc1ccc(NC(=O)N(CCCN(C)C)Cc2cc3cc(OC)ccc3[nH]c2=O)cc1

Results of the Mulliken charge analysis, in e, for atoms 1 through 6: number 1, C, carries -0.830; number 2, O, carries -0.485; number 3, C, carries 0.869; number 4, C, carries -0.796; number 5, C, carries -0.283; number 6, C, carries -0.121

[4]
One molecule with the formula C24H30N4O4. Source: the Open Molecules 2025 dataset; level of theory: ωB97M-V/def2-TZVPD.

```
! RIJCOSX wB97M-V def2-TZVPD def2/J DEFGRID3
* xyz 0 1
C 7.83 -1.91 -6.58
C 6.35 -2.18 -6.43
O 5.98 -1.87 -5.10
C 4.69 -2.04 -4.72
C 4.40 -1.71 -3.39
C 3.12 -1.83 -2.89
C 2.09 -2.28 -3.71
N 0.78 -2.42 -3.26
C 0.24 -2.15 -2.06
O 0.79 -1.73 -1.06
C -1.26 -2.45 -2.08
O -1.82 -2.83 -3.10
N -1.83 -2.24 -0.89
C -3.25 -2.29 -0.63
C -3.69 -0.94 -0.05
N -2.88 -0.62 1.11
C -2.63 0.80 1.29
C -1.58 0.98 2.39
N -2.05 0.37 3.61
C -2.32 1.00 4.78
O -2.74 0.41 5.75
C -2.06 2.48 4.81
C -0.99 2.97 5.54
C -0.77 4.33 5.63
C -1.62 5.23 4.99
C -1.40 6.71 5.09
C -2.70 4.73 4.27
C -2.92 3.37 4.18
C -2.36 -1.03 3.45
C -3.39 -1.20 2.34
C 2.38 -2.62 -5.03
C 3.66 -2.50 -5.53
H 8.40 -2.52 -5.88
H 8.16 -2.13 -7.59
H 8.04 -0.86 -6.36
H 5.77 -1.56 -7.13
H 6.14 -3.24 -6.64
H 5.20 -1.35 -2.76
H 2.91 -1.57 -1.86
H 0.09 -2.76 -3.93
H -1.24 -1.86 -0.16
H -3.46 -3.10 0.08
H -3.76 -2.50 -1.57
H -4.77 -0.97 0.18
H -3.53 -0.17 -0.81
H -2.25 1.21 0.36
H -3.55 1.35 1.57
H -1.37 2.04 2.55
H -0.66 0.47 2.08
H -0.33 2.28 6.05
H 0.07 4.71 6.20
H -2.18 7.17 5.69
H -1.43 7.17 4.10
H -0.44 6.93 5.55
H -3.37 5.42 3.78
H -3.77 3.00 3.62
H -2.75 -1.40 4.40
H -1.45 -1.57 3.19
H -3.58 -2.26 2.18
H -4.34 -0.72 2.65
H 1.58 -2.97 -5.67
H 3.84 -2.76 -6.56
*
```

**Highest occupied orbital energy**: -8.028 eV
**Gap between HOMO and LUMO**: 8.74 eV
**ΔE to the lowest compared entry with this formula, charge and spin**: 19.87 kcal/mol
**SMILES string**: CCOc1ccc(NC(=O)C(=O)NCCN2CCN(C(=O)c3ccc(C)cc3)CC2)cc1

Results of the Mulliken charge analysis, in e, for atoms 1 through 6: number 1, C, carries -1.429; number 2, C, carries -0.266; number 3, O, carries -0.373; number 4, C, carries 0.592; number 5, C, carries -0.666; number 6, C, carries -0.473

[5]
One molecule with the formula C24H30N4O5S. Source: the Open Molecules 2025 dataset; level of theory: ωB97M-V/def2-TZVPD.

```
! RIJCOSX wB97M-V def2-TZVPD def2/J DEFGRID3
* xyz 0 1
C 4.93 -0.76 4.03
C 3.66 -1.07 3.25
C 3.81 -0.73 1.77
C 2.54 -1.03 0.98
C 2.72 -0.75 -0.52
C 2.96 0.71 -0.78
C 1.83 1.59 -0.65
N 0.66 1.13 -0.38
N -0.36 1.99 -0.28
C -1.60 1.58 0.04
C -1.82 0.21 0.31
C -3.07 -0.26 0.64
C -4.14 0.63 0.73
S -5.75 -0.02 1.15
O -6.64 1.06 1.43
O -5.58 -1.05 2.14
N -6.14 -0.78 -0.30
C -6.57 0.15 -1.32
C -6.70 -0.62 -2.64
O -7.59 -1.70 -2.52
C -7.17 -2.59 -1.52
C -7.08 -1.88 -0.16
C -3.97 1.96 0.47
C -2.71 2.46 0.12
N -2.61 3.85 -0.15
O -3.62 4.51 -0.14
O -1.50 4.33 -0.39
C 4.17 1.25 -1.04
C 5.42 0.53 -1.22
C 6.54 0.92 -0.48
C 7.75 0.25 -0.62
C 7.86 -0.80 -1.52
C 6.76 -1.17 -2.28
C 5.56 -0.52 -2.13
H 5.18 0.30 3.95
H 4.80 -1.01 5.08
H 5.77 -1.34 3.64
H 3.41 -2.12 3.36
H 2.83 -0.49 3.66
H 4.64 -1.31 1.35
H 4.07 0.33 1.66
H 2.28 -2.08 1.11
H 1.72 -0.42 1.36
H 3.55 -1.34 -0.89
H 1.81 -1.05 -1.05
H 1.99 2.66 -0.81
H -0.22 3.00 -0.44
H -0.97 -0.45 0.24
H -3.24 -1.30 0.86
H -5.82 0.93 -1.41
H -7.53 0.60 -1.05
H -7.11 0.03 -3.42
H -5.70 -0.98 -2.95
H -7.92 -3.39 -1.48
H -6.19 -3.02 -1.77
H -6.69 -2.55 0.61
H -8.07 -1.52 0.13
H -4.80 2.64 0.55
H 4.25 2.33 -1.10
H 6.46 1.73 0.22
H 8.60 0.55 -0.03
H 8.80 -1.32 -1.63
H 6.85 -1.98 -2.99
H 4.71 -0.80 -2.75
*
```

**Highest occupied orbital energy**: -8.244 eV
**Gap between HOMO and LUMO**: 7.37 eV
**ΔE to the lowest compared entry with this formula, charge and spin**: 167.38 kcal/mol
**SMILES string**: CCCCCC(/C=N/Nc1ccc(S(=O)(=O)N2CCOCC2)cc1[N+](=O)[O-])=C\c1ccccc1

Results of the Mulliken charge analysis, in e, for atoms 1 through 6: number 1, C, carries -1.324; number 2, C, carries -0.471; number 3, C, carries -0.470; number 4, C, carries -0.800; number 5, C, carries -1.269; number 6, C, carries 0.451

[6]
A 6-piece molecular cluster, C24H30N6 overall. Source: the Open Molecules 2025 dataset; level of theory: ωB97M-V/def2-TZVPD.

```
! RIJCOSX wB97M-V def2-TZVPD def2/J DEFGRID3
* xyz -1 2
N -5.05 -0.60 -5.10
C -5.10 -0.47 -3.74
C -4.12 0.36 -3.36
C -3.61 1.01 -4.53
C -4.36 0.44 -5.65
H -5.60 -1.26 -5.63
H -5.86 -1.05 -3.23
H -3.77 0.49 -2.34
H -2.87 1.80 -4.52
H -4.32 0.54 -6.72
N 4.79 -2.32 2.33
C 5.22 -2.07 1.00
C 6.23 -2.90 0.74
C 6.33 -3.74 1.86
C 5.47 -3.38 2.83
H 4.10 -1.72 2.77
H 4.91 -1.17 0.48
H 6.89 -3.02 -0.11
H 6.95 -4.63 1.91
H 5.29 -3.68 3.86
N -0.45 0.71 -1.09
C -0.13 1.91 -0.56
C 1.00 1.78 0.12
C 1.39 0.40 0.14
C 0.56 -0.19 -0.70
H -1.20 0.56 -1.76
H -0.85 2.72 -0.60
H 1.57 2.52 0.66
H 2.25 0.03 0.68
H 0.43 -1.22 -0.99
N 5.24 5.28 1.92
C 4.28 4.39 1.51
C 4.58 3.94 0.25
C 5.67 4.64 -0.23
C 6.13 5.31 0.89
H 5.22 5.78 2.79
H 3.48 4.15 2.19
H 4.11 3.15 -0.31
H 6.16 4.70 -1.19
H 7.05 5.88 0.87
N -3.20 -0.03 3.85
C -2.61 0.46 2.72
C -1.61 -0.39 2.31
C -1.58 -1.46 3.24
C -2.65 -1.24 4.08
H -4.10 0.31 4.15
H -3.00 1.34 2.23
H -1.10 -0.25 1.36
H -0.89 -2.28 3.25
H -3.04 -1.85 4.89
N -5.31 -3.01 -1.42
C -5.26 -2.50 -0.21
C -4.10 -1.70 0.01
C -3.36 -1.85 -1.18
C -4.06 -2.66 -1.96
H -5.93 -3.74 -1.71
H -6.08 -2.67 0.46
H -3.99 -1.05 0.86
H -2.37 -1.50 -1.44
H -3.75 -2.98 -2.94
*
```

**Highest occupied orbital energy (spin up / spin down)**: 0.933 / -4.708 eV
**Gap between HOMO and LUMO (spin up / spin down)**: 1.28 / 6.85 eV
**<S²>**: 0.7503

Results of the Mulliken charge analysis, in e, for atoms 1 through 6: number 1, N, carries 0.164; number 2, C, carries -2.023; number 3, C, carries -0.142; number 4, C, carries -0.767; number 5, C, carries -0.983; number 6, H, carries 0.594

[7]
A 6-piece molecular cluster, C24H30N6 overall. Source: the Open Molecules 2025 dataset; level of theory: ωB97M-V/def2-TZVPD.

```
! RIJCOSX wB97M-V def2-TZVPD def2/J DEFGRID3
* xyz 0 1
C 20.77 32.42 12.39
C 20.78 32.55 10.87
C 21.35 33.66 10.54
N 21.78 34.27 11.66
C 21.56 33.40 12.81
H 20.46 31.61 12.88
H 20.39 31.95 10.17
H 21.36 34.33 9.71
H 22.17 35.06 11.78
H 21.98 33.71 13.71
C 23.07 37.47 11.53
C 23.97 36.58 12.39
C 24.65 35.76 11.51
N 24.23 36.12 10.29
C 23.17 36.98 10.26
H 22.28 38.09 11.74
H 24.01 36.70 13.51
H 25.29 34.89 11.55
H 24.54 35.72 9.37
H 22.57 36.92 9.43
C 24.65 31.41 12.67
C 25.82 30.52 12.52
C 26.80 31.04 13.43
N 26.32 32.27 13.85
C 25.04 32.53 13.44
H 23.77 31.37 12.18
H 25.94 29.61 12.18
H 27.66 30.67 13.90
H 26.84 33.02 14.34
H 24.25 33.42 13.64
C 24.87 34.94 7.04
C 24.40 33.61 7.67
C 25.36 33.34 8.66
N 26.16 34.39 8.68
C 26.04 35.25 7.71
H 24.28 35.44 6.32
H 23.48 32.94 7.49
H 25.32 32.50 9.33
H 26.95 34.47 9.35
H 26.63 36.07 7.68
C 28.97 35.49 9.85
C 28.24 34.97 11.15
C 28.14 33.60 11.06
N 28.75 33.28 9.79
C 29.16 34.41 9.04
H 29.11 36.51 9.52
H 27.88 35.53 12.18
H 27.73 32.82 11.63
H 28.93 32.29 9.33
H 29.56 34.30 8.09
C 18.15 37.11 13.47
C 18.72 37.63 12.21
C 19.40 36.53 11.75
N 19.18 35.41 12.55
C 18.41 35.83 13.62
H 17.47 37.73 14.06
H 18.55 38.60 11.74
H 20.00 36.70 10.90
H 19.72 34.50 12.31
H 18.14 34.93 14.15
*
```

**Highest occupied orbital energy**: -8.052 eV
**Gap between HOMO and LUMO**: 8.60 eV
**ΔE to the lowest compared entry with this formula, charge and spin**: 149.72 kcal/mol
**SMILES string**: c1cc[nH]c1.c1cc[nH]c1.c1cc[nH]c1.c1cc[nH]c1.c1cc[nH]c1.c1cc[nH]c1

Results of the Mulliken charge analysis, in e, for atoms 1 through 6: number 1, C, carries -1.091; number 2, C, carries -0.793; number 3, C, carries -0.411; number 4, N, carries 0.613; number 5, C, carries -0.706; number 6, H, carries 0.641

[8]
A 6-piece molecular cluster, C24H30N6 overall. Source: the Open Molecules 2025 dataset; level of theory: ωB97M-V/def2-TZVPD.

```
! RIJCOSX wB97M-V def2-TZVPD def2/J DEFGRID3
* xyz 0 1
C -0.43 1.54 0.02
C -1.02 0.46 0.92
C -0.32 -0.64 0.65
N 0.58 -0.34 -0.32
C 0.39 0.89 -0.86
H -0.77 2.58 -0.14
H -1.78 0.50 1.75
H -0.43 -1.63 1.10
H 1.19 -1.11 -0.63
H 0.93 1.29 -1.62
C 3.15 -1.11 -2.30
C 2.13 -1.66 -3.16
C 1.54 -2.64 -2.57
N 2.23 -2.86 -1.36
C 3.29 -2.09 -1.28
H 3.68 -0.14 -2.44
H 1.92 -1.13 -4.10
H 0.60 -3.21 -2.80
H 1.99 -3.57 -0.83
H 4.02 -2.17 -0.52
C 0.96 -4.53 1.10
C 0.46 -5.63 0.29
C 1.54 -6.29 -0.31
N 2.66 -5.65 0.18
C 2.33 -4.59 1.07
H 0.37 -3.88 1.79
H -0.53 -6.06 0.35
H 1.71 -7.17 -0.73
H 3.34 -6.04 0.00
H 3.13 -3.80 1.37
C -3.47 7.09 2.05
C -2.28 6.27 1.71
C -2.76 5.28 1.04
N -4.14 5.33 0.97
C -4.57 6.45 1.64
H -3.29 8.15 2.54
H -1.25 6.73 1.82
H -2.29 4.36 0.69
H -5.02 4.91 0.40
H -5.47 6.87 1.83
C 3.54 2.78 -3.23
C 3.12 3.77 -2.15
C 1.80 4.15 -2.49
N 1.49 3.46 -3.57
C 2.52 2.73 -4.18
H 4.41 2.17 -3.36
H 3.65 4.13 -1.33
H 1.17 4.91 -2.09
H 0.48 3.74 -4.05
H 2.59 2.22 -5.05
C -2.94 -3.14 2.19
C -2.56 -3.59 3.66
C -2.62 -2.46 4.44
N -3.03 -1.43 3.56
C -3.13 -1.78 2.23
H -3.04 -3.66 1.38
H -2.24 -4.62 4.10
H -2.68 -2.52 5.39
H -3.36 -0.48 3.92
H -3.44 -1.10 1.32
*
```

**Highest occupied orbital energy**: -7.981 eV
**Gap between HOMO and LUMO**: 8.73 eV
**ΔE to the lowest compared entry with this formula, charge and spin**: 193.62 kcal/mol
**SMILES string**: c1cc[nH]c1.c1cc[nH]c1.c1cc[nH]c1.c1cc[nH]c1.c1cc[nH]c1.c1cc[nH]c1

Results of the Mulliken charge analysis, in e, for atoms 1 through 6: number 1, C, carries -0.755; number 2, C, carries -0.212; number 3, C, carries -0.456; number 4, N, carries 0.192; number 5, C, carries -0.257; number 6, H, carries 0.196